The following is a quantum chemistry calculation of an isolated molecule of C15H20N2O3S, from OMol25.

## Properties
* frontier orbital gap: 8.247 eV
* LUMO energy: 0.4 eV
* relative energy (zero: lowest compared OMol25 entry of this formula, charge and spin): 0.693 eV
* F_max: 0.93 eV/A
* calculated total energy: -1317.0342 a.u.
* SMILES: Cc1ccc(NC(=O)CSCC(=O)N2CCOCC2)cc1

The geometry in XYZ format:
```
41
C15H20N2O3S | OMol25 | ωB97M-V/def2-TZVPD
C -2.42 -3.73 -4.83
C -2.31 -2.90 -3.59
C -3.41 -2.75 -2.75
C -3.34 -1.98 -1.60
C -2.15 -1.34 -1.27
N -2.00 -0.54 -0.13
C -2.90 -0.27 0.84
O -4.03 -0.70 0.92
C -2.32 0.66 1.91
S -1.70 2.21 1.19
C -0.06 2.35 1.98
C 0.92 1.31 1.44
O 0.60 0.49 0.60
N 2.15 1.33 1.98
C 2.70 2.31 2.90
C 3.85 3.06 2.20
O 4.83 2.17 1.74
C 4.30 1.23 0.84
C 3.17 0.42 1.49
C -1.05 -1.48 -2.10
C -1.13 -2.25 -3.25
H -3.08 -3.25 -5.55
H -1.44 -3.85 -5.30
H -2.83 -4.71 -4.60
H -4.34 -3.24 -3.00
H -4.20 -1.87 -0.96
H -1.08 -0.12 -0.03
H -3.10 0.89 2.63
H -1.49 0.17 2.41
H -0.19 2.25 3.06
H 0.28 3.35 1.74
H 1.95 3.01 3.24
H 3.11 1.77 3.77
H 4.34 3.74 2.90
H 3.44 3.64 1.36
H 5.12 0.58 0.54
H 3.91 1.75 -0.05
H 2.71 -0.25 0.76
H 3.57 -0.15 2.33
H -0.12 -0.98 -1.85
H -0.26 -2.35 -3.88
```

The following is a quantum chemistry calculation of an isolated molecule of C15H20N2O4S, from OMol25.

## Properties
* frontier orbital gap: 8.430 eV
* LUMO energy: 0.5 eV
* relative energy (zero: lowest compared OMol25 entry of this formula, charge and spin): 1.898 eV
* F_max: 0.88 eV/A
* calculated total energy: -1392.2552 a.u.
* SMILES: CCOc1cc2[nH]c(=S)n(CCOC)c(=O)c2cc1OCC

The geometry in XYZ format:
```
42
C15H20N2O4S | OMol25 | ωB97M-V/def2-TZVPD
C -4.74 -1.67 0.69
C -4.37 -1.66 -0.79
O -3.02 -2.05 -1.01
C -1.97 -1.33 -0.56
C -0.80 -2.07 -0.43
C 0.39 -1.48 -0.02
N 1.56 -2.20 0.11
C 2.74 -1.65 0.49
S 4.06 -2.64 0.62
N 2.77 -0.31 0.77
C 4.04 0.31 1.08
C 4.88 0.50 -0.18
O 4.14 1.26 -1.11
C 4.83 1.48 -2.31
C 1.64 0.52 0.75
O 1.71 1.67 1.12
C 0.41 -0.12 0.30
C -0.76 0.62 0.17
C -1.95 0.06 -0.26
O -3.10 0.77 -0.45
C -3.17 2.12 -0.06
C -3.29 2.30 1.45
H -4.18 -0.92 1.23
H -4.52 -2.65 1.12
H -5.80 -1.46 0.80
H -4.94 -2.42 -1.33
H -4.57 -0.68 -1.23
H -0.84 -3.12 -0.68
H 1.57 -3.19 -0.09
H 4.59 -0.32 1.79
H 3.81 1.28 1.52
H 5.81 1.01 0.08
H 5.14 -0.48 -0.62
H 5.07 0.54 -2.81
H 5.76 2.04 -2.13
H 4.16 2.07 -2.94
H -0.68 1.67 0.41
H -2.32 2.69 -0.45
H -4.08 2.49 -0.55
H -4.17 1.77 1.82
H -3.39 3.35 1.69
H -2.42 1.91 1.96
```

What is the formula in the second record? C15H20N2O4S

Number 2 is which compound? C15H20N2O4S

Which of these has the lowest F_max? C15H20N2O4S